# 1
This record from OMol25 describes a structure of composition C22H48Br14F3InN2O3PS at a distorted geometry. The level of theory is ωB97M-V/def2-TZVPD.

Geometry as ORCA input:
```
! RIJCOSX wB97M-V def2-TZVPD def2/J DEFGRID3
* xyz -1 1
C -0.8867 5.2259 1.7668
C -2.0532 4.2098 1.8219
C -1.8668 3.0799 0.8231
C -0.8537 2.0264 1.3052
N 0.2459 1.7812 0.3379
In 0.6047 -0.2913 0.1831
N -0.6501 -1.1748 -1.2597
C -1.0368 -0.2381 -2.3295
C 0.1484 0.0569 -3.2586
C 0.5381 1.5456 -3.4078
P 0.3401 -1.2220 2.5431
O 1.5704 -0.8771 3.3373
S 2.9923 -0.9170 -0.4701
O 3.4124 -1.9580 0.4466
O 3.1487 -1.2555 -1.8697
C 4.2537 0.4435 -0.1925
F 5.4721 -0.0311 -0.5697
F 4.3013 0.7699 1.1169
F 3.9687 1.5403 -0.9290
H -0.1282 4.8936 1.0597
H -0.3982 5.3439 2.7325
H -1.2589 6.2050 1.4817
H -2.9701 4.7690 1.6060
H -2.1733 3.8179 2.8327
H -1.6006 3.4774 -0.1585
H -2.8357 2.5892 0.6965
H -1.4265 1.1062 1.4935
H -0.4443 2.3214 2.2767
H -0.1063 2.1232 -0.5477
H -1.5020 -1.4308 -0.7616
H -1.8264 -0.7202 -2.9202
H -1.4790 0.7003 -1.9620
H -0.0291 -0.3445 -4.2546
H 1.0110 -0.4857 -2.8665
H -0.0276 2.1739 -2.7224
H 0.2943 1.9075 -4.4085
H 1.6002 1.7111 -3.2399
H 0.1841 -2.6329 2.5487
H -0.7860 -0.6644 3.2020
Br 2.8678 6.1673 2.3243
C 2.8349 8.1071 2.2779
C 1.8490 8.6831 3.2592
Br 0.0115 8.4885 2.6482
H 2.6109 8.3929 1.2551
H 3.8440 8.4239 2.5332
H 2.0083 9.7538 3.3689
H 1.9048 8.2045 4.2315
Br -3.7910 -3.0981 -1.7393
C -3.5333 -4.7228 -0.7072
C -3.7345 -4.4998 0.7630
Br -2.1740 -3.6404 1.5394
H -2.5372 -5.0836 -0.9249
H -4.2713 -5.4215 -1.0972
H -3.8218 -5.4503 1.2855
H -4.5977 -3.8793 0.9819
Br -1.2951 -2.2218 -4.5101
C 0.2825 -2.9768 -3.6614
C 0.5749 -4.3652 -4.1640
Br -0.6154 -5.7333 -3.4577
H 0.1212 -2.8999 -2.5891
H 1.1042 -2.3236 -3.9459
H 1.5733 -4.6796 -3.8688
H 0.4742 -4.4317 -5.2419
Br 4.5076 -4.1955 6.4514
C 4.7360 -3.2829 4.7354
C 3.4337 -3.0666 4.0169
Br 2.7781 -4.7151 3.2223
H 5.4314 -3.8891 4.1644
H 5.1965 -2.3286 4.9798
H 3.5660 -2.3787 3.1836
H 2.6393 -2.6879 4.6506
Br -2.8650 3.5162 -3.2503
C -4.0895 5.0214 -3.1960
C -3.9745 5.7998 -1.9123
Br -4.8029 4.8663 -0.4228
H -5.0869 4.6195 -3.3432
H -3.8192 5.6503 -4.0418
H -4.5038 6.7465 -1.9969
H -2.9425 5.9823 -1.6273
Br -0.9893 -3.0828 -9.3889
C -1.0396 -5.0101 -9.1452
C -0.6050 -5.4156 -7.7629
Br 1.3233 -5.2784 -7.5400
H -0.4109 -5.4393 -9.9185
H -2.0747 -5.2995 -9.3122
H -0.8453 -6.4605 -7.5797
H -1.0535 -4.7990 -6.9876
Br -0.0743 -3.3364 6.1277
C 1.1807 -2.9788 7.5635
C 0.6389 -3.3807 8.9071
Br -0.6991 -2.1309 9.5745
H 1.4214 -1.9214 7.5059
H 2.0682 -3.5604 7.3210
H 1.4327 -3.3762 9.6510
H 0.1648 -4.3564 8.8843
*
```

Results
Lowest unoccupied orbital energy in eV: 1.852
Orbital gap in eV: 7.14
Maximum force in eV/Å: 2.47
Calculated total energy in Eh: -38467.79480
HOMO energy in eV: -5.3

Here are the Mulliken charges for atoms 1 to 4, given in e: C -0.90; C -0.70; C -0.47; C -0.04



# 2
This record from OMol25 describes a cluster of 7 separate species, C22H48FIN7O9P in total at a distorted geometry. The level of theory is ωB97M-V/def2-TZVPD.

Geometry as ORCA input:
```
! RIJCOSX wB97M-V def2-TZVPD def2/J DEFGRID3
* xyz 0 1
O 5.9425 1.6543 1.9794
C 4.8637 1.5496 1.4454
N 3.6410 1.4780 2.1215
C 2.7198 0.6806 1.3602
F 2.8564 -0.6920 1.7536
P 0.8874 1.0988 1.6791
O 0.3166 0.5307 0.2627
O 0.9207 2.6846 1.3350
C 3.1696 0.8074 -0.1038
C 4.5681 1.4430 -0.0322
I 4.5177 3.4656 -0.7644
H 3.8050 1.1720 3.0750
H 0.6503 -0.3677 0.0354
H 1.1534 2.8823 0.4142
H 2.4992 1.4681 -0.6490
H 3.1606 -0.1992 -0.5289
H 5.3561 0.9139 -0.5668
C 1.6245 -3.3547 -2.5966
C 1.4566 -2.7181 -1.2415
O 0.7147 -1.7495 -1.0803
N 2.1375 -3.2458 -0.2070
C 3.0315 -4.3911 -0.2017
H 1.0079 -2.8112 -3.3052
H 2.6660 -3.3109 -2.9167
H 1.3097 -4.3982 -2.5765
H 1.9884 -2.7670 0.6699
H 2.6555 -5.1455 0.4900
H 4.0283 -4.0841 0.1171
H 3.1118 -4.8294 -1.1901
C -2.1937 -2.0309 0.4109
C -2.9822 -2.1716 1.6844
O -2.7906 -3.0878 2.4796
N -3.9328 -1.2385 1.9340
C -4.3107 -0.1007 1.1136
H -1.4758 -2.8433 0.3634
H -2.8543 -2.0938 -0.4527
H -1.6579 -1.0821 0.3869
H -4.4178 -1.3814 2.8052
H -4.1585 0.8355 1.6487
H -5.3612 -0.1716 0.8287
H -3.7148 -0.0713 0.2094
C 7.3069 -1.6406 -0.0505
C 7.0618 -3.1066 0.2203
O 6.7998 -3.8911 -0.6788
N 7.1260 -3.5211 1.5117
C 7.4145 -2.7283 2.6922
H 7.2222 -1.4658 -1.1185
H 6.5556 -1.0433 0.4697
H 8.2992 -1.3361 0.2812
H 6.9486 -4.5062 1.6290
H 8.3072 -3.0993 3.1979
H 6.5809 -2.7645 3.3950
H 7.5821 -1.6921 2.4174
C -7.0086 -4.6261 -0.3964
C -5.6863 -4.3150 0.2679
O -4.7717 -3.7645 -0.3194
N -5.5302 -4.6629 1.5720
C -6.4779 -5.3190 2.4461
H -6.9570 -4.2796 -1.4237
H -7.2069 -5.6984 -0.3909
H -7.8299 -4.1184 0.1108
H -4.6229 -4.4100 1.9469
H -6.7119 -4.6898 3.3070
H -6.0758 -6.2643 2.8149
H -7.4012 -5.5259 1.9137
C -5.7922 3.8052 1.6476
C -5.8972 3.2789 0.2334
O -5.0573 2.5345 -0.2400
N -6.9749 3.6698 -0.5000
C -8.0616 4.5420 -0.1050
H -4.8845 3.4052 2.0884
H -5.7397 4.8943 1.6572
H -6.6483 3.4929 2.2469
H -6.9865 3.2859 -1.4317
H -9.0188 4.0210 -0.1629
H -8.1099 5.4198 -0.7515
H -7.9187 4.8791 0.9162
C 2.5384 7.9212 -2.9449
C 3.3066 6.6491 -2.6694
O 3.9688 6.5122 -1.6521
N 3.2306 5.6604 -3.5971
C 2.4943 5.6561 -4.8448
H 2.7041 8.5989 -2.1137
H 2.8821 8.3943 -3.8653
H 1.4703 7.7204 -3.0338
H 3.7605 4.8354 -3.3599
H 1.7600 4.8492 -4.8572
H 3.1691 5.5195 -5.6913
H 1.9699 6.5968 -4.9745
*
```

Results
Lowest unoccupied orbital energy in eV: 0.506
Orbital gap in eV: 9.23
Maximum force in eV/Å: 1.20
Calculated total energy in Eh: -2666.61671
HOMO energy in eV: -8.7
Structure (SMILES): O=C1N[C@@](F)(P(O)O)C[C@H]1I.CNC(C)=O.CNC(C)=O.CNC(C)=O.CNC(C)=O.CNC(C)=O.CNC(C)=O

Here are the Mulliken charges for atoms 1 to 4, given in e: O -0.62; C -0.03; N -0.17; C 0.83